1.
The following is a DFT calculation (ωB97M-V/def2-TZVPD) of a cluster of 11 separate species, C51H53F4N5O2 in total.

```
115
Properties=species:S:1:pos:R:3:forces:R:3
N -11.211217 14.484649 -9.550161 -0.945 0.028 0.662
C -11.330124 15.330266 -8.501744 -2.154 -0.876 1.003
C -12.487831 15.342649 -7.627542 1.376 -0.839 -0.900
C -13.502296 14.417744 -7.823059 0.441 0.479 -0.983
C -13.391818 13.553341 -8.917518 0.911 0.568 -0.011
C -12.244456 13.620614 -9.742372 -0.861 0.529 1.342
H -10.559345 16.020690 -8.192532 0.480 -0.016 -0.653
H -12.517053 15.966607 -6.746499 0.173 0.415 -0.130
H -14.386909 14.493286 -7.208121 -0.156 -0.313 0.170
H -14.165607 12.838563 -9.155736 -0.015 -0.122 -0.120
H -12.269565 12.886671 -10.534251 0.741 0.159 -0.408
N -7.344913 14.617083 -8.605742 0.152 0.185 -1.902
C -6.122626 14.912612 -8.162854 -0.813 0.311 -0.304
C -5.132350 15.537168 -8.930743 0.199 -0.305 -0.197
C -5.353248 15.719775 -10.284544 -0.871 -0.047 0.563
C -6.600244 15.317073 -10.790959 1.591 0.993 -0.501
C -7.558016 14.843187 -9.957351 -0.108 -0.920 1.738
H -5.970499 14.681566 -7.118882 0.237 0.108 0.177
H -4.205541 15.823707 -8.456080 0.087 0.013 -0.020
H -4.670548 16.221239 -10.954509 0.312 -0.117 0.159
H -6.731766 15.486599 -11.849431 -0.531 -0.236 -0.069
H -8.502558 14.551298 -10.392141 -0.367 0.011 0.433
N -7.616789 16.231409 -3.264654 0.126 -0.680 -1.242
C -7.417438 15.065385 -3.952123 -1.305 1.173 -0.182
C -8.347040 14.555045 -4.880069 -0.572 1.104 1.344
C -9.558712 15.250775 -4.957567 0.750 0.591 -0.104
C -9.732800 16.516107 -4.346412 0.782 -0.274 -0.210
C -8.701932 17.022736 -3.534630 1.247 -2.711 -0.193
H -6.499262 14.513570 -3.814842 0.219 0.224 0.443
H -8.198080 13.642804 -5.438654 0.129 -0.030 0.009
H -10.323878 14.836432 -5.597268 -0.232 0.170 -0.102
H -10.617456 17.080102 -4.602725 -0.025 0.138 0.143
H -8.573964 17.961513 -3.016242 -0.879 0.306 -0.199
N -10.803070 12.667656 -15.714118 -0.038 1.488 1.129
C -10.471754 12.134668 -14.534738 0.407 0.788 1.628
C -10.628932 12.766480 -13.269670 -0.090 0.763 -1.163
C -11.139200 14.072511 -13.238364 0.507 -0.667 -0.070
C -11.396789 14.703012 -14.432267 -0.394 -1.087 -1.510
C -11.232099 13.961998 -15.639538 0.102 -0.628 0.659
H -9.883772 11.229645 -14.494480 -0.362 -0.536 -0.526
H -10.250110 12.331298 -12.356701 -0.071 -0.349 -0.021
H -11.263246 14.645783 -12.331518 0.035 -0.230 0.309
H -11.836970 15.688714 -14.400047 0.225 0.142 -0.425
H -11.410485 14.383277 -16.617858 -0.240 0.334 0.060
N -10.993935 18.678480 -6.877228 -0.818 0.447 0.467
C -11.997301 19.285994 -7.569320 1.470 -0.991 0.256
C -11.948216 20.611334 -7.931245 0.094 -0.446 -0.212
C -10.905255 21.375408 -7.422138 -1.009 0.736 -0.270
C -9.912157 20.800721 -6.687438 0.358 -0.332 0.416
C -9.999818 19.436565 -6.418420 0.017 -0.008 -0.896
H -12.778590 18.600161 -7.861898 -0.202 0.191 -0.282
H -12.614466 20.967593 -8.702995 -0.386 0.369 0.439
H -10.972092 22.448299 -7.526274 0.426 0.128 -0.427
H -9.062465 21.394261 -6.383920 -0.004 -0.067 0.334
H -9.195110 18.930783 -5.905567 0.043 -0.144 0.162
C -14.816956 18.353630 -5.858872 -0.177 0.246 0.221
O -15.196359 19.365158 -6.728330 -0.311 1.437 -1.153
H -13.838594 18.652769 -5.482809 0.098 -0.495 0.013
H -15.520006 18.356118 -5.025928 0.081 -0.629 0.221
H -14.808588 17.435490 -6.446284 0.302 -0.596 0.640
H -16.053873 19.160593 -7.108353 -0.012 0.050 0.016
C -12.781520 9.853712 -12.129773 0.404 -2.209 1.256
O -13.120102 10.434853 -10.867008 -0.407 1.286 -0.265
H -11.922105 10.335844 -12.595652 -0.607 0.428 -0.004
H -12.439689 8.864574 -11.825061 0.588 -0.337 -0.496
H -13.619786 9.576825 -12.769111 -0.180 1.004 -0.316
H -13.622761 9.803129 -10.347535 0.153 -0.150 -0.178
F -16.319024 15.457970 -4.346302 -0.007 -0.228 0.154
C -15.104912 15.687575 -3.770333 0.745 0.110 0.033
C -14.967768 16.702417 -2.846640 -0.064 -0.232 -0.189
C -13.669161 17.006574 -2.445389 -0.292 0.248 0.546
C -12.589077 16.285076 -2.873075 0.572 -0.652 -0.222
C -12.752588 15.167940 -3.693885 -0.068 0.628 0.599
C -14.020687 14.907886 -4.164291 -0.599 -0.252 -0.462
H -15.852548 17.195181 -2.471482 0.072 0.264 -0.027
H -13.423666 17.770348 -1.722354 -0.548 0.311 -0.001
H -11.612271 16.595448 -2.532607 0.067 -0.250 0.048
H -11.914345 14.518325 -3.898237 -0.014 0.052 -0.295
H -14.174821 14.116576 -4.882951 -0.104 -0.195 -0.020
F -14.368983 14.900426 -13.723298 -0.391 -0.187 -0.190
C -15.349510 13.974272 -13.640043 -1.832 0.848 -1.056
C -15.075154 12.795114 -13.029696 0.890 -0.302 0.889
C -16.064004 11.862707 -12.774845 -1.738 0.876 -1.198
C -17.394728 12.169785 -13.226983 1.019 0.082 0.160
C -17.690195 13.343807 -13.962588 2.062 -0.771 0.767
C -16.622806 14.241128 -14.189943 0.092 -0.114 0.551
H -14.051106 12.714638 -12.696158 0.148 -0.534 0.146
H -15.785125 10.913798 -12.341022 -0.262 -0.032 0.207
H -18.207114 11.489981 -13.016503 0.020 -0.231 -0.060
H -18.688859 13.471681 -14.353372 0.072 0.308 -0.023
H -16.759887 15.169982 -14.723640 -0.085 0.046 -0.081
F -9.085203 10.022071 -8.695697 0.766 -0.475 -1.324
C -9.501349 10.283543 -7.481047 -0.935 -0.188 1.306
C -10.419326 11.313440 -7.339929 0.088 0.527 0.943
C -10.873309 11.591207 -6.057969 -0.570 -0.711 0.198
C -10.529695 10.778915 -4.978546 0.109 1.374 -0.349
C -9.614947 9.774303 -5.154705 0.262 -0.433 0.320
C -9.107558 9.466313 -6.412141 -0.328 0.680 -0.515
H -10.756494 11.967957 -8.130072 0.301 -0.270 -0.398
H -11.596753 12.375290 -5.889927 0.002 0.300 -0.149
H -10.857876 11.064280 -3.989986 -0.120 -0.194 0.112
H -9.306151 9.289985 -4.240112 0.236 -0.569 -0.241
H -8.454864 8.627444 -6.603687 0.161 0.071 0.090
F -15.103521 10.880137 -6.249815 -0.861 0.088 -1.249
C -16.206207 11.528012 -6.571474 0.728 0.701 1.817
C -16.757184 12.266256 -5.511568 -2.970 0.610 -1.163
C -17.967537 12.966427 -5.820834 3.650 -1.301 2.084
C -18.511956 12.954388 -7.116687 -0.786 1.285 -0.413
C -17.939611 12.280913 -8.175495 2.305 -1.725 0.498
C -16.748328 11.590490 -7.887330 -0.818 0.081 -1.379
H -16.358485 12.174343 -4.512075 0.119 0.291 -0.023
H -18.303144 13.571104 -4.991298 -0.730 0.121 -0.289
H -19.318020 13.647622 -7.306622 -0.359 -0.157 -0.019
H -18.292368 12.243434 -9.195573 -0.242 0.335 0.101
H -16.206507 11.126198 -8.698039 0.118 -0.187 -0.004
```
Positions in Å, forces in eV/Å.

Computed properties:
Multiplicity ... 2
Total charge ... +1
<S²> ... 0.769
LUMO level (alpha / beta) ... -4.3662 / -8.6293 eV
Kohn-Sham gap (alpha / beta) ... 6.412 / 2.149 eV

***

2.
The following is a DFT calculation (ωB97M-V/def2-TZVPD) of a structure of composition C51H53F7O2PS.

```
115
Properties=species:S:1:pos:R:3:forces:R:3
O 2.976454 -3.700303 1.064520 0.103 -0.058 -0.009
S 2.587630 -2.862597 2.198170 -0.424 -0.568 -0.146
O 2.391058 -3.525720 3.480726 0.069 -0.121 0.040
P 4.096264 -0.943003 2.250480 0.918 1.088 -0.051
C 0.792878 -2.509131 1.597951 -0.523 -0.097 -0.132
F 0.316453 -3.671641 1.065604 0.235 0.579 0.139
F 0.900541 -1.591857 0.569609 -0.180 -0.478 0.606
C -0.328753 -2.015857 2.582491 -0.240 -0.384 0.067
F -1.542111 -2.534243 2.176149 0.622 0.260 0.321
F -0.083833 -2.457649 3.845852 -0.347 0.315 -0.850
C -0.577210 -0.485165 2.671315 0.078 -0.161 -0.194
F 0.487406 0.153202 3.124418 0.424 0.032 0.034
F -1.580288 -0.248698 3.517806 -0.278 -0.050 0.227
F -0.925027 0.041197 1.490553 0.000 -0.142 0.121
H 5.038029 -2.047288 2.389211 -0.074 -0.095 0.022
H 3.869978 -0.960598 3.685917 -0.078 -0.070 -0.045
H 2.975208 -0.021841 2.095061 -0.079 0.002 0.019
H 4.122817 -1.121320 0.805730 -0.052 -0.086 0.126
H 5.107721 0.082188 2.287849 -0.180 -0.101 -0.019
C -0.386406 3.305229 3.427830 -0.009 -0.084 -0.097
C 0.885037 3.220121 3.974968 0.124 -0.007 -0.020
C 1.635798 4.372382 4.158331 -0.047 0.064 -0.015
C 1.112280 5.608625 3.795887 0.032 -0.044 -0.084
C -0.150894 5.688355 3.224593 0.027 0.016 0.026
C -0.899392 4.533784 3.042780 -0.066 0.011 -0.032
H -0.968159 2.405046 3.276251 -0.013 0.012 0.009
H 1.299344 2.255291 4.234297 -0.006 0.005 0.046
H 2.635953 4.303357 4.566028 0.001 0.007 0.035
H 1.703136 6.506180 3.928561 -0.001 0.010 0.019
H -0.545934 6.644129 2.904118 -0.005 0.013 0.023
H -1.876251 4.584733 2.578349 -0.019 0.051 0.037
C -2.783647 5.525101 -1.282930 -0.012 0.008 0.014
C -2.556897 6.751292 -1.893561 0.005 0.001 -0.007
C -1.304739 7.344570 -1.813500 0.000 0.000 -0.004
C -0.278127 6.710238 -1.126405 -0.022 0.010 -0.016
C -0.505828 5.485687 -0.516087 0.079 -0.036 0.038
C -1.758444 4.895618 -0.591386 -0.055 -0.001 0.022
H -3.759369 5.060309 -1.346830 -0.007 -0.003 0.002
H -3.356002 7.243158 -2.433246 -0.008 0.007 -0.005
H -1.127829 8.300659 -2.289453 0.002 0.008 -0.007
H 0.700524 7.168659 -1.068435 0.011 0.006 0.001
H 0.290586 4.984897 0.018840 0.010 0.010 0.018
H -1.930891 3.941617 -0.109590 0.002 -0.014 -0.005
C -1.587638 -5.759597 -0.708128 0.016 0.024 -0.020
C -2.050528 -5.728220 0.599524 -0.015 -0.021 0.036
C -2.809170 -6.782556 1.089670 -0.033 -0.002 0.013
C -3.104671 -7.867052 0.275244 -0.021 0.003 0.001
C -2.642017 -7.896980 -1.033034 -0.006 -0.004 -0.009
C -1.884016 -6.842917 -1.523796 -0.010 0.003 -0.008
H -0.989463 -4.940470 -1.084969 0.021 0.005 0.009
H -1.815074 -4.885320 1.233946 0.019 0.000 0.007
H -3.175025 -6.754318 2.108449 0.017 -0.007 0.018
H -3.695514 -8.689385 0.659632 0.002 -0.012 0.006
H -2.869744 -8.743046 -1.669004 -0.005 -0.008 -0.009
H -1.519871 -6.866819 -2.542874 0.005 0.001 -0.009
C 2.830080 -0.101724 -3.019172 3.573 0.787 0.753
C 2.748421 -1.149052 -2.112212 2.346 -0.694 1.246
C 3.310784 -2.380806 -2.416457 -0.220 0.453 0.361
C 3.950298 -2.565640 -3.634744 0.047 -0.126 -0.445
C 4.027763 -1.520221 -4.546167 -0.102 -0.142 0.081
C 3.467318 -0.287672 -4.238780 0.704 0.342 0.095
H 2.390894 0.857675 -2.777013 0.982 -0.081 0.198
H 2.270176 -1.008765 -1.154076 0.318 -0.031 -0.103
H 3.258112 -3.183030 -1.690767 -0.014 0.021 0.052
H 4.395916 -3.523944 -3.870720 -0.010 -0.003 -0.013
H 4.532610 -1.664159 -5.494473 0.002 0.000 -0.004
H 3.530812 0.528198 -4.949188 0.005 0.016 0.024
C -0.945902 1.036689 7.584660 0.011 -0.014 0.000
C -0.501713 2.240369 7.056308 -0.049 -0.020 0.002
C 0.455579 2.984224 7.730899 0.005 0.024 0.001
C 0.967376 2.525141 8.936174 0.013 0.003 0.002
C 0.523421 1.321126 9.465168 0.008 -0.005 0.006
C -0.432456 0.576403 8.789144 0.002 -0.008 0.001
H -1.682001 0.450421 7.050002 -0.008 -0.004 -0.007
H -0.893125 2.596205 6.113257 -0.003 0.011 -0.013
H 0.805953 3.917633 7.308712 0.004 0.004 -0.012
H 1.719551 3.101480 9.459658 0.005 0.007 0.008
H 0.930736 0.957544 10.399841 0.001 -0.001 0.013
H -0.769977 -0.368163 9.195559 -0.003 -0.010 0.003
C 5.284855 3.141923 -8.666519 0.002 0.007 -0.001
C 6.056283 2.016409 -8.413868 0.006 0.000 -0.001
C 5.448357 0.832424 -8.021250 0.007 -0.007 0.004
C 4.068904 0.773448 -7.883532 -0.014 -0.031 0.023
C 3.297518 1.899311 -8.134365 -0.010 -0.001 0.001
C 3.905517 3.083693 -8.525755 -0.004 0.012 0.003
H 5.759448 4.066670 -8.968357 0.005 0.009 -0.003
H 7.132468 2.063096 -8.518459 0.012 0.001 0.002
H 6.050117 -0.043287 -7.815663 0.005 -0.010 0.001
H 3.594781 -0.148121 -7.570781 -0.009 -0.009 0.005
H 2.222352 1.853884 -8.019653 -0.016 0.000 0.002
H 3.304244 3.963257 -8.716158 -0.006 0.007 -0.004
C -0.352673 1.884152 -3.789150 0.202 -0.113 -0.084
C 0.514098 0.866266 -4.164940 -0.783 0.144 -0.218
C 0.798931 -0.167898 -3.283200 -3.376 -0.566 -1.180
C 0.212045 -0.189072 -2.025528 -0.797 -0.055 0.053
C -0.661199 0.823704 -1.653889 0.110 -0.012 -0.054
C -0.940798 1.861902 -2.532515 -0.080 0.118 0.113
H -0.562339 2.699487 -4.470202 -0.015 0.013 -0.021
H 0.978166 0.884587 -5.143230 0.057 -0.007 -0.028
H 1.491339 -0.949677 -3.567249 -2.527 -0.166 -0.788
H 0.445568 -0.986456 -1.330950 -0.376 0.207 -0.279
H -1.111095 0.810588 -0.670066 -0.014 -0.008 -0.050
H -1.607503 2.658292 -2.231738 -0.011 0.037 -0.031
C -6.280220 -3.379863 0.165914 -0.010 0.008 0.008
C -5.691413 -4.621811 0.358815 0.027 0.016 -0.037
C -6.476938 -5.716175 0.690371 -0.009 -0.019 0.008
C -7.850337 -5.570078 0.828906 -0.002 -0.007 0.003
C -8.438999 -4.328002 0.636022 -0.007 0.001 -0.002
C -7.653356 -3.232639 0.304997 -0.002 0.004 0.004
H -5.666408 -2.526511 -0.091555 0.010 0.006 -0.002
H -4.621935 -4.741463 0.247846 0.012 -0.003 -0.001
H -6.012433 -6.682660 0.838921 0.012 -0.007 -0.008
H -8.462689 -6.424774 1.087226 -0.007 -0.007 0.004
H -9.510141 -4.213479 0.743808 -0.011 0.002 0.004
H -8.111470 -2.263095 0.156650 -0.005 0.009 -0.004
```
Positions in Å, forces in eV/Å.

Computed properties:
Total charge ... -1
LUMO level ... 2.2084 eV
Kohn-Sham gap ... 7.197 eV